A structure of composition C7H10, computed with ωB97M-V/def2-TZVPD.

Each line ends with the natural charge from an NBO analysis.
CARTESIAN COORDINATES (ANGSTROEM)
1 C 1.878 -0.648 0.095  -0.407
2 C 1.275 -0.413 -1.269  -0.418
3 C 0.504 -0.082 -0.032  -0.039
4 C 0.042 1.295 0.481  -0.403
5 C -1.142 0.585 0.941  -0.218
6 C -1.965 -0.099 -0.212  -0.425
7 C -0.773 -0.732 0.466  -0.230
8 H 2.678 0.013 0.422  0.213
9 H 1.981 -1.675 0.439  0.214
10 H 1.669 0.408 -1.864  0.214
11 H 0.966 -1.279 -1.850  0.216
12 H 0.658 1.673 1.300  0.213
13 H -0.107 2.089 -0.255  0.204
14 H -2.045 0.871 1.629  0.228
15 H -1.853 0.274 -1.229  0.203
16 H -2.918 -0.582 -0.004  0.217
17 H -0.846 -1.699 0.943  0.217

Cartesian forces, eV/Å:
C 0.19 -0.07 0.17
C 0.01 0.01 -0.25
C 0.53 -0.24 -0.43
C 1.29 0.69 -0.50
C -6.88 1.09 1.87
C 1.70 -0.09 -0.50
C 0.31 -1.42 -0.67
H -0.17 -0.09 -0.06
H -0.05 0.17 -0.08
H -0.07 -0.13 0.13
H 0.03 0.14 0.13
H 0.07 -0.05 -0.09
H 0.03 -0.06 -0.01
H 2.64 -0.31 -0.28
H 0.07 -0.14 0.13
H 0.15 0.50 0.34
H 0.15 -0.01 0.09

Results
total energy: -7417.9307 eV
frontier orbital gap: 0.3784 Ha

***

A cluster of 8 separate species, C6H29O8 in total, computed with ωB97M-V/def2-TZVPD.

Each line ends with the natural charge from an NBO analysis.
CARTESIAN COORDINATES (ANGSTROEM)
1 O -1.638 -0.814 -0.375  -0.797
2 H -2.434 -0.332 -0.614  0.558
3 H -1.925 -1.727 -0.300  0.562
4 H -0.939 -0.555 -0.980  0.578
5 O -2.808 -3.122 -0.053  -0.964
6 H -2.478 -3.987 0.190  0.513
7 H -3.535 -3.301 -0.649  0.504
8 O -1.618 2.364 -1.072  -0.928
9 H -2.448 2.790 -0.858  0.472
10 H -1.204 2.206 -0.223  0.456
11 O -4.065 0.260 -0.764  -0.969
12 H -4.962 -0.073 -0.761  0.512
13 H -4.154 1.191 -0.562  0.493
14 O 0.956 -0.805 1.190  -1.006
15 H 1.337 -1.643 1.451  0.504
16 H 1.559 -0.462 0.530  0.507
17 O -0.685 -2.243 -2.663  -0.979
18 H -1.284 -2.956 -2.883  0.486
19 H -0.042 -2.243 -3.372  0.496
20 C 3.820 -1.582 -1.208  -0.677
21 C 2.923 -0.468 -1.783  0.079
22 C 3.076 -0.413 -3.223  -0.628
23 O 1.638 -0.775 -1.351  -0.762
24 H 4.835 -1.353 -1.535  0.240
25 H 3.754 -2.598 -1.598  0.224
26 H 3.926 -1.617 -0.124  0.210
27 H 3.348 0.451 -1.380  0.183
28 H 4.149 -0.397 -3.412  0.237
29 H 2.554 0.478 -3.570  0.225
30 H 2.719 -1.318 -3.715  0.204
31 H 1.598 -1.734 -1.370  0.485
32 C -1.198 3.466 3.064  -0.638
33 C -0.222 2.328 2.678  0.064
34 C -0.026 1.333 3.823  -0.639
35 O -0.643 1.640 1.570  -0.326
36 H -1.192 4.418 2.533  0.274
37 H -1.036 3.810 4.086  0.275
38 H -2.214 3.073 3.024  0.258
39 H 0.742 2.753 2.398  0.375
40 H -0.732 0.511 3.706  0.245
41 H -0.212 1.697 4.833  0.287
42 H 1.004 0.980 3.765  0.258
43 H -0.244 0.767 1.558  0.546

Cartesian forces, eV/Å:
O 0.64 1.88 0.99
H -1.85 1.16 -0.38
H -0.05 -2.58 -0.10
H 0.93 -0.70 -0.87
O 0.22 0.52 -0.10
H 0.26 -0.30 0.24
H -0.39 -0.03 -0.21
O 0.04 -0.56 -0.11
H -0.19 0.40 -0.13
H 0.06 0.25 0.05
O 0.53 -0.05 0.11
H -0.30 -0.32 -0.05
H -0.04 0.28 -0.06
O -0.80 0.69 0.88
H 0.02 -0.25 0.35
H 0.27 -0.06 -0.86
O -0.05 0.17 0.51
H -0.18 -0.25 -0.14
H 0.22 0.14 -0.29
C 1.90 0.51 -0.20
C 2.55 -2.10 1.60
C 0.09 0.18 -1.54
O -1.94 0.84 0.46
H 0.26 0.19 0.11
H -0.96 -0.06 -0.14
H -0.49 0.06 0.13
H -0.79 0.33 0.46
H -0.10 0.51 -0.43
H 0.21 -0.13 -0.61
H -0.27 0.02 -0.07
H -0.32 -0.18 -0.06
C -0.12 0.64 -0.14
C -3.25 0.15 1.62
C 1.03 -0.95 0.19
O -0.11 1.77 0.04
H 0.24 -0.30 -0.67
H 0.44 -0.50 0.11
H -0.01 -0.18 -0.14
H 1.25 0.62 -0.27
H 0.15 -0.11 -0.20
H 0.15 0.71 -0.31
H -0.14 -0.44 0.31
H 0.90 -1.96 -0.08

Results
total energy: -23053.3603 eV
multiplicity: 2
charge: +2
frontier orbital gap (alpha / beta): 0.3802 / 0.1329 Ha

***

A structure of composition CH5O2Tb, computed with ωB97M-V/def2-TZVPD.

Each line ends with the Mulliken spin population.
CARTESIAN COORDINATES (ANGSTROEM)
1 C -1.528 -0.361 -0.125  0.002
2 H -2.336 -0.560 0.606  0.000
3 H -2.018 -0.086 -1.079  -0.008
4 H -1.009 -1.323 -0.308  0.003
5 O 2.664 0.017 0.546  -0.008
6 Tb 0.242 2.589 -0.641  6.048
7 H 3.013 -0.712 0.026  0.000
8 O -0.660 0.626 0.333  -0.036
9 H 1.633 -0.190 0.643  -0.001

Cartesian forces, eV/Å:
C -0.16 -0.23 -0.04
H 0.21 0.03 -0.20
H 0.02 -0.09 0.15
H -0.15 0.23 0.08
O -3.32 -0.32 0.31
Tb -0.76 -1.92 0.99
H -0.06 -0.10 -0.05
O 1.22 1.78 -0.93
H 3.00 0.60 -0.31

Results
total energy: -27644.0731 eV
multiplicity: 7
frontier orbital gap (alpha / beta): 0.3230 / 0.2107 Ha

***

Asked for relative energy (zero: lowest compared OMol25 entry of this formula, charge and spin) across the records above, the calculation gives 3.104; 0.085; 0.000 eV in order.
Asked for strongest force on any atom across the records above, the calculation gives 0.140; 0.071; 0.065 Eh/bohr in order.